C2ClI3O as an isolated structure in a non-equilibrium geometry. Source: the Open Molecules 2025 dataset; level of theory: wB97M-V/def2-TZVPD.

The geometry in ORCA input format:
```
! wB97M-V def2-TZVPD RIJCOSX def2/J DEFGRID3
* xyz 0 1
C -0.522 -0.485 1.385
C -1.007 -0.414 0.217
O -0.015 -0.606 2.458
Cl 1.787 2.116 -1.619
I 2.985 0.360 -0.899
I -1.283 1.239 -1.041
I -1.945 -2.210 -0.501
*
```

Summary:
LUMO energy   -1.2 eV
Largest force on an atom   5.34 eV Å⁻¹
Gap between HOMO and LUMO   7.63 eV
ΔE to the lowest compared entry with this formula, charge and spin   29.6 kcal per mole
Electronic energy   -1504.65371 Eh

Mulliken analysis output, partial charges in e: number 1, C, carries 0.878; number 2, C, carries -0.776; number 3, O, carries -0.393; number 4, Cl, carries -0.226; number 5, I, carries 0.211; number 6, I, carries 0.203; number 7, I, carries 0.102


A single C2ClNO2S molecule in a non-equilibrium geometry. Source: the Open Molecules 2025 dataset; level of theory: wB97M-V/def2-TZVPD.

The geometry in ORCA input format:
```
! wB97M-V def2-TZVPD RIJCOSX def2/J DEFGRID3
* xyz 0 1
C -0.878 -1.178 -0.063
C -0.792 0.109 0.375
N -0.959 -2.331 -0.079
O 1.461 2.006 -0.335
O 2.053 -0.399 0.318
S 1.180 0.581 -0.352
Cl -2.067 1.212 0.137
*
```

Summary:
LUMO energy (alpha / beta)   -3.2 / -3.0 eV
Largest force on an atom   2.83 eV Å⁻¹
Gap between HOMO and LUMO (alpha / beta)   7.10 / 7.17 eV
SMILES   N#CC(Cl)=S(=O)=O
ΔE to the lowest compared entry with this formula, charge and spin   51.4 kcal per mole
Electronic energy   -1139.67534 Eh

Mulliken analysis output, partial charges in e: number 1, C, carries 0.390; number 2, C, carries 0.004; number 3, N, carries -0.307; number 4, O, carries -0.431; number 5, O, carries -0.414; number 6, S, carries 0.773; number 7, Cl, carries -0.015